DFT (the ωB97M-V functional and the def2-TZVPD basis) results for C13H6BrClN2O7V as an isolated structure.

Each line ends with the Mulliken charge.
CARTESIAN COORDINATES (ANGSTROEM)
H  -3.073988  -5.838488  -1.776050  0.33
C  -1.204058  -2.760213  -0.472945  0.11
Br  0.024688  3.844281  0.804966  -0.09
O  0.152688  -1.176576  0.515523  -0.14
O  0.215055  -3.248835  1.413331  -0.49
H  2.949190  4.733492  -3.032266  0.46
C  1.640709  4.284573  -1.401846  -0.56
O  2.009583  -0.143267  -3.701547  -0.50
C  -0.211593  -2.490888  0.612488  0.50
N  0.856209  2.029282  -1.188696  0.02
C  -2.849946  -2.808014  -2.662337  -0.62
O  0.994231  -0.432192  -1.724672  -0.34
C  -2.223063  -0.325288  -2.899919  0.40
C  2.371357  3.973668  -2.524517  -0.40
C  -2.217047  -1.668502  -2.247277  0.43
C  -1.790062  -3.956309  -0.797466  -0.45
C  -2.641135  -3.978830  -1.912850  0.98
O  -2.784897  0.008721  -3.884387  -0.49
C  2.361278  2.658461  -2.973621  -0.67
O  -3.267853  -5.069622  -2.330371  -0.47
C  0.902365  3.288298  -0.757632  0.30
C  1.594228  0.327680  -2.698206  0.08
C  1.605921  1.751485  -2.275225  0.98
V  -0.408312  0.013445  -0.729219  0.27
H  -3.477699  -2.809786  -3.542568  0.57
H  1.631297  5.284350  -0.995047  0.41
H  2.916156  2.323617  -3.838208  0.48
O  -1.418515  0.498336  -2.154841  -0.27
Cl  -1.537595  1.066232  0.671578  -0.29
H  -1.574268  -4.838193  -0.207728  0.47
N  -1.436650  -1.655291  -1.169550  -0.01

Atomic forces in eV per Å
H -0.021 0.013 -0.034
C -0.083 -0.174 -0.016
Br 0.014 -0.018 0.027
O -0.276 -0.268 -0.154
O -0.066 -0.099 -0.023
H -0.005 0.001 -0.006
C 0.001 -0.039 -0.014
O 0.130 0.111 -0.055
C 0.267 0.468 0.127
N 0.010 0.000 0.125
C 0.028 0.095 0.019
O 0.266 0.188 -0.227
C 0.242 0.464 0.177
C 0.005 -0.032 -0.018
C -0.111 -0.191 -0.022
C 0.047 0.066 0.045
C -0.103 -0.106 -0.085
O -0.076 -0.095 -0.026
C -0.022 0.024 -0.007
O 0.069 0.030 0.083
C -0.020 0.085 0.003
C -0.377 -0.374 0.341
C -0.015 0.006 -0.035
V 0.761 -0.255 -0.738
H -0.002 -0.010 0.003
H -0.006 -0.001 0.010
H 0.007 0.008 0.002
O -0.116 -0.346 -0.076
Cl -0.525 0.444 0.578
H -0.007 -0.003 -0.003
N -0.016 0.011 0.001

Frontier orbital gap, eV: 6.93
HOMO, eV: -13.13
E_LUMO, eV: -6.198
E_tot, eV: -139139.644
Total charge: +1


DFT (the ωB97M-V functional and the def2-TZVPD basis) results for C13H6F2N2PtSSe as an isolated structure.

Each line ends with the Mulliken charge.
CARTESIAN COORDINATES (ANGSTROEM)
Pt  0.140861  -1.968487  1.728043  0.03
C  1.214086  0.773587  -1.406655  0.65
H  -1.525572  1.108434  -2.083423  0.42
F  0.661022  1.394827  -2.499675  -0.35
N  -1.373405  -0.703766  0.759830  0.00
C  1.270970  0.476394  0.989131  0.70
N  0.506274  0.864159  2.141869  -0.17
S  2.611328  1.724639  0.966657  -0.12
H  3.079123  0.851695  -2.388178  0.36
C  0.423963  0.523616  -0.282372  0.18
H  3.231310  -2.313948  0.369168  0.38
C  1.753276  -0.961942  1.099074  -0.81
H  -3.868267  0.362838  -1.984249  0.39
C  -3.590410  -0.743097  -0.145555  -0.70
C  -0.161262  1.612636  2.750753  0.11
F  4.449097  -0.896375  -1.313742  -0.33
C  2.550676  0.442965  -1.534169  -1.09
C  -3.161379  0.055352  -1.223358  -0.27
Se  -1.172447  2.562355  3.764447  -0.21
C  -0.934566  0.113913  -0.265323  0.19
H  -4.615005  -1.073660  -0.051060  0.35
C  -2.656906  -1.084187  0.798771  -0.14
H  -2.940490  -1.689175  1.654478  0.32
C  3.223483  -0.546686  -0.799836  0.35
C  -1.860047  0.466600  -1.283142  -0.83
C  2.744283  -1.352681  0.238516  -0.40

Atomic forces in eV per Å
Pt 0.363 -0.008 -0.192
C -0.089 -0.101 -0.019
H 0.022 -0.012 0.003
F -0.013 -0.024 -0.007
N 0.477 0.078 -0.170
C 0.224 -0.645 -0.336
N -0.172 0.616 0.037
S 0.153 0.121 -0.008
H 0.023 0.043 0.043
C -0.093 0.389 0.143
H -0.107 -0.059 -0.092
C -0.997 0.166 0.160
H 0.042 -0.004 -0.046
C -0.022 0.026 0.002
C 0.736 -1.018 -0.552
F -0.013 0.104 -0.019
C -0.086 0.291 -0.168
C 0.060 -0.077 0.102
Se -0.628 0.656 0.586
C -0.065 -0.249 0.151
H 0.008 0.005 0.029
C -0.165 0.097 0.060
H 0.037 -0.036 -0.016
C -0.022 -0.427 0.255
C -0.116 0.059 -0.126
C 0.443 0.006 0.178

Frontier orbital gap (alpha / beta), eV: 4.61 / 5.95
HOMO (alpha / beta), eV: -2.25 / -4.36
E_LUMO (alpha / beta), eV: 2.357 / 1.591
E_tot, eV: -101417.301
Relative energy (zero: lowest compared OMol25 entry of this formula, charge and spin), eV: 3.786
Multiplicity: 4
Total charge: -1


DFT (the ωB97M-V functional and the def2-TZVPD basis) results for C13H7BrNO4SSn as an isolated structure.

Each line ends with the Mulliken charge.
CARTESIAN COORDINATES (ANGSTROEM)
C  -4.000808  -0.411276  0.036385  -0.53
O  0.280978  1.783874  -0.889463  -0.62
H  4.883189  0.574692  4.837838  0.40
H  4.448026  0.523080  2.387471  0.47
H  -3.396695  2.930316  0.240238  0.50
C  2.388035  -0.028999  2.665501  -0.24
H  -4.761405  -1.166810  0.163950  0.43
H  0.811236  -0.520421  5.647591  0.43
C  -2.718533  -0.767780  -0.341432  0.11
O  0.615570  -0.455970  1.249132  -0.10
Br  -2.250177  -2.573225  -0.604652  -0.09
C  3.901444  0.324805  4.461604  -0.67
C  1.929688  -0.108471  1.301053  1.08
S  -0.125271  -0.686399  2.750597  -0.06
H  3.079032  0.057819  6.424257  0.40
O  -0.963877  3.543491  -0.281246  -0.55
H  -5.255206  1.248358  0.538676  0.45
C  2.871925  0.030489  5.362800  -0.42
O  2.469561  0.079268  0.229757  -0.67
C  -4.262397  0.935170  0.244682  -0.29
C  -3.249643  1.871803  0.081639  -0.64
C  1.595396  -0.294679  4.938595  -0.60
Sn  0.438491  -0.194334  -1.281316  0.97
N  -1.753069  0.122888  -0.516091  -0.19
C  3.672216  0.298965  3.106927  -0.41
C  -2.004627  1.422050  -0.301069  0.57
C  1.370409  -0.318480  3.570370  0.68
C  -0.834124  2.373293  -0.490533  0.56

Atomic forces in eV per Å
C 0.017 0.033 0.001
O -0.050 0.058 0.029
H -0.003 0.000 0.009
H 0.005 0.003 0.004
H -0.002 0.000 0.000
C 0.020 -0.008 0.055
H 0.002 -0.005 -0.001
H 0.008 0.007 0.011
C -0.062 -0.066 0.011
O -0.580 -0.193 0.108
Br 0.008 0.013 -0.007
C 0.078 0.019 0.110
C 0.525 0.195 -0.135
S -0.024 -0.015 0.108
H -0.006 -0.001 0.002
O -0.031 0.024 0.036
H 0.000 0.003 0.000
C -0.031 -0.011 0.017
O -0.094 -0.034 -0.019
C 0.012 -0.011 -0.007
C -0.010 -0.013 0.000
C 0.041 0.007 0.029
Sn 0.217 -0.018 -0.173
N 0.063 0.094 0.085
C -0.124 -0.030 -0.181
C -0.001 0.010 0.021
C -0.029 0.006 -0.028
C 0.050 -0.067 -0.086

Frontier orbital gap, eV: 8.40
HOMO, eV: -12.40
E_LUMO, eV: -4.004
E_tot, eV: -109979.026
Relative energy (zero: lowest compared OMol25 entry of this formula, charge and spin), eV: 0.037
Total charge: +1